Computed, not measured: C5H8O as an isolated structure at a distorted geometry, with the ωB97M-V functional and the def2-TZVPD basis.

```
14
Properties=species:S:1:pos:R:3
C 2.818 -0.078 0.024
C 1.440 -0.281 -0.203
C 0.263 -0.118 -0.470
C -1.095 0.378 -0.277
C -2.062 -0.783 -0.125
O -1.284 1.219 0.861
H 3.485 -0.765 0.525
H 1.997 0.124 1.016
H 3.339 0.602 -0.692
H -1.337 0.932 -1.194
H -1.811 -1.362 0.770
H -3.081 -0.405 -0.027
H -1.988 -1.436 -0.998
H -0.683 1.972 0.790
```

Maximum force = 0.0646 hartree/bohr
Energy above the lowest of the compared OMol25 structures with the same formula, charge and spin = 440.9 kJ/mol
Kohn-Sham gap = 9.206 eV
LUMO level = 0.7 eV
Net charge = 0
Energy = -270.3900 Eh

=====

Computed, not measured: one molecule with the formula C27H25N3O6 at a distorted geometry, with the ωB97M-V functional and the def2-TZVPD basis.

```
61
Properties=species:S:1:pos:R:3
C 5.503 2.958 -0.820
H 5.746 1.969 -0.442
H 5.134 2.854 -1.838
H 6.418 3.547 -0.844
C 4.454 3.654 0.059
C 3.183 2.822 0.061
C 3.226 1.508 0.526
C 2.104 0.705 0.547
C 0.880 1.201 0.099
C 0.824 2.519 -0.349
C 1.955 3.311 -0.373
H 1.862 4.322 -0.732
H -0.127 2.908 -0.679
C -0.379 0.425 0.100
O -1.483 0.927 0.056
N -0.215 -0.944 0.124
C -1.261 -1.835 0.215
C -1.149 -3.172 0.121
C 0.078 -3.938 -0.039
C 1.276 -3.560 0.566
C 2.429 -4.297 0.348
C 2.424 -5.447 -0.430
C 1.226 -5.855 -0.991
C 0.074 -5.112 -0.802
H -0.851 -5.437 -1.254
H 1.193 -6.754 -1.586
H 3.341 -5.996 -0.579
N 3.660 -3.835 0.934
O 4.604 -4.593 0.952
O 3.678 -2.695 1.358
H 1.318 -2.735 1.262
H -2.063 -3.748 0.139
C -2.627 -1.241 0.515
O -2.986 -1.090 1.656
N -3.385 -1.073 -0.604
C -4.670 -0.531 -0.702
C -5.446 -0.235 0.413
C -6.723 0.285 0.237
C -7.232 0.509 -1.040
C -6.456 0.213 -2.144
C -5.184 -0.304 -1.979
H -4.578 -0.530 -2.845
H -6.838 0.385 -3.139
H -8.227 0.914 -1.142
C -7.580 0.615 1.399
O -8.685 1.095 1.318
O -7.017 0.326 2.579
H -7.617 0.571 3.300
H -5.057 -0.396 1.404
H -2.912 -1.188 -1.490
H 0.714 -1.319 -0.005
H 2.204 -0.291 0.951
H 4.152 1.090 0.888
C 4.233 5.068 -0.486
H 3.519 5.616 0.123
H 5.175 5.612 -0.468
H 3.881 5.042 -1.515
C 4.973 3.769 1.499
H 5.873 4.381 1.522
H 4.223 4.235 2.134
H 5.214 2.795 1.914
```

Maximum force = 0.0265 hartree/bohr
Energy above the lowest of the compared OMol25 structures with the same formula, charge and spin = 15.5 kJ/mol
Kohn-Sham gap = 7.813 eV
LUMO level = -0.8 eV
Net charge = 0
Energy = -1659.5696 Eh